# 1
{
  "formula": "C26H19N7O6RuS3",
  "method": "ωB97M-V/def2-TZVPD",
  "elements": ["Ru", "C", "C", "C", "C", "C", "C", "N", "C", "C", "C", "C", "C", "C", "N", "N", "C", "C", "C", "C", "C", "N", "H", "H", "H", "H", "H", "H", "H", "H", "H", "H", "H", "H", "H", "O", "S", "O", "O", "C", "N", "C", "C", "C", "N", "C", "C", "C", "N", "C", "C", "H", "H", "H", "H", "H", "H", "O", "S", "O", "O", "S"],
  "coordinates": [[0.798, 1.835, -0.539], [-2.176, 0.782, 4.057], [-2.452, 1.304, 2.801], [-1.434, 1.644, 1.936], [-0.090, 1.476, 2.320], [0.170, 0.864, 3.563], [-0.860, 0.542, 4.420], [0.902, 1.856, 1.462], [2.211, 1.993, 1.870], [2.626, 2.493, 3.103], [3.975, 2.598, 3.395], [4.934, 2.219, 2.464], [4.563, 1.765, 1.211], [3.204, 1.662, 0.895], [2.670, 1.297, -0.301], [3.398, 1.095, -1.376], [2.703, 1.169, -2.507], [3.339, 1.015, -3.761], [2.612, 1.166, -4.909], [1.238, 1.436, -4.834], [0.665, 1.560, -3.588], [1.356, 1.449, -2.460], [-2.981, 0.549, 4.737], [-3.480, 1.452, 2.502], [-1.653, 2.089, 0.975], [1.190, 0.628, 3.827], [-0.636, 0.110, 5.386], [1.886, 2.844, 3.806], [4.281, 3.005, 4.348], [5.979, 2.302, 2.722], [5.299, 1.514, 0.464], [4.398, 0.809, -3.763], [3.091, 1.091, -5.873], [0.641, 1.558, -5.723], [-0.389, 1.793, -3.480], [-6.217, -5.587, -2.044], [-5.048, -5.068, -2.711], [-5.158, -3.719, -3.200], [-4.314, -5.987, -3.552], [-3.818, -4.963, -1.278], [-3.723, -6.044, -0.571], [-2.741, -5.940, 0.376], [-1.971, -4.823, 0.513], [-2.191, -3.702, -0.340], [-3.203, -3.856, -1.265], [-1.488, -2.484, -0.331], [-1.943, -1.393, -1.120], [-1.246, -0.225, -1.143], [-0.092, -0.036, -0.463], [0.349, -1.052, 0.308], [-0.304, -2.244, 0.416], [-2.617, -6.818, 0.995], [-1.203, -4.766, 1.268], [-2.848, -1.519, -1.691], [-1.603, 0.620, -1.718], [1.278, -0.881, 0.841], [0.115, -3.013, 1.043], [-0.982, 2.794, -1.149], [-0.580, 4.161, -0.678], [-0.787, 4.309, 0.743], [-1.119, 5.193, -1.518], [1.476, 4.078, -0.880]],
  "lumo_energy_ev": [-0.480, -0.437],
  "e_homo_ha": [-0.202, -0.202],
  "gap_ev": [5.029, 5.072],
  "total_energy_ev": -85076.1313,
  "charge": -1,
  "multiplicity": 2
}


# 2
{
  "formula": "C26H20AgCl3F6N2O8S3",
  "method": "ωB97M-V/def2-TZVPD",
  "elements": ["Ag", "O", "S", "O", "O", "C", "C", "C", "C", "C", "C", "S", "O", "O", "O", "H", "H", "H", "H", "C", "C", "O", "C", "F", "F", "F", "C", "F", "F", "F", "H", "H", "H", "Cl", "C", "C", "C", "C", "C", "C", "N", "C", "C", "N", "C", "O", "C", "C", "C", "Cl", "S", "C", "C", "C", "Cl", "C", "H", "H", "H", "H", "H", "H", "H", "H", "H", "H", "H", "H", "H"],
  "coordinates": [[-2.471, -1.443, 0.275], [-2.719, 0.087, -3.561], [-3.166, -0.267, -2.214], [-3.157, -1.706, -2.004], [-2.458, 0.504, -1.198], [-4.874, 0.336, -2.139], [-5.305, 1.121, -3.199], [-6.559, 1.707, -3.187], [-7.403, 1.482, -2.110], [-6.963, 0.708, -1.050], [-5.696, 0.143, -1.048], [-5.196, -0.686, 0.496], [-6.403, -0.637, 1.318], [-4.804, -2.060, 0.202], [-4.125, 0.145, 1.033], [-4.618, 1.263, -4.021], [-6.878, 2.341, -4.004], [-8.391, 1.926, -2.085], [-7.571, 0.532, -0.178], [-3.095, -3.491, 3.223], [-1.613, -3.446, 2.805], [-1.295, -2.560, 1.877], [-1.195, -4.878, 2.323], [-1.330, -5.869, 3.251], [-1.925, -5.291, 1.283], [0.090, -4.948, 1.938], [-0.745, -3.156, 4.077], [0.566, -3.075, 3.814], [-0.843, -4.081, 5.074], [-1.087, -2.002, 4.662], [-3.682, -3.637, 2.321], [-3.354, -2.515, 3.620], [-3.300, -4.270, 3.956], [1.713, 3.290, 3.495], [2.287, 2.515, 2.071], [2.176, 3.158, 0.848], [2.644, 2.523, -0.285], [3.223, 1.261, -0.227], [3.697, 0.602, -1.500], [2.479, 0.192, -2.361], [1.582, -0.667, -1.646], [1.757, -2.008, -1.413], [0.670, -2.417, -0.698], [-0.152, -1.358, -0.480], [0.413, -0.329, -1.046], [4.489, 1.452, -2.309], [5.780, 1.719, -1.793], [5.827, 2.843, -0.799], [6.307, 2.739, 0.486], [6.949, 1.339, 1.235], [6.261, 4.249, 1.350], [5.585, 5.026, -0.045], [5.420, 4.162, -1.087], [3.311, 0.638, 1.014], [3.990, -0.936, 1.174], [2.850, 1.256, 2.167], [1.727, 4.137, 0.788], [2.575, 3.014, -1.243], [4.280, -0.296, -1.240], [2.847, -0.312, -3.261], [1.947, 1.096, -2.665], [2.619, -2.527, -1.783], [0.426, -3.386, -0.316], [0.002, 0.660, -1.049], [6.374, 1.997, -2.673], [6.211, 0.815, -1.339], [5.356, 6.071, 0.002], [5.017, 4.452, -2.041], [2.925, 0.755, 3.119]],
  "lumo_energy_ev": 2.982,
  "e_homo_ha": -0.064,
  "gap_ev": 4.726,
  "total_energy_ev": -137026.8617,
  "charge": -2,
  "multiplicity": 1
}


# 3
{
  "formula": "C26H20BBrN11OSSeW",
  "method": "ωB97M-V/def2-TZVPD",
  "elements": ["W", "C", "C", "N", "N", "C", "B", "N", "C", "C", "C", "N", "N", "C", "C", "C", "N", "H", "H", "H", "H", "H", "H", "H", "H", "H", "H", "S", "N", "C", "C", "C", "C", "C", "N", "C", "C", "N", "C", "C", "C", "C", "C", "N", "H", "H", "H", "H", "H", "H", "O", "C", "C", "C", "N", "C", "Br", "C", "H", "H", "H", "H", "Se"],
  "coordinates": [[-0.148, -0.712, 0.578], [-3.132, -3.563, -0.796], [-2.120, -3.147, 0.050], [-1.373, -2.196, -0.541], [-1.914, -1.989, -1.761], [-2.961, -2.799, -1.938], [-1.217, -1.184, -2.874], [-0.984, 0.253, -2.352], [-1.070, 1.341, -3.119], [-0.396, 2.379, -2.503], [0.089, 1.820, -1.334], [-0.268, 0.528, -1.236], [0.121, -1.814, -3.227], [0.465, -2.430, -4.379], [1.694, -3.016, -4.196], [2.024, -2.697, -2.870], [1.073, -1.978, -2.288], [-3.871, -4.323, -0.613], [-1.893, -3.476, 1.048], [-3.487, -2.801, -2.878], [-1.930, -1.145, -3.836], [-1.580, 1.293, -4.066], [-0.268, 3.388, -2.851], [0.671, 2.307, -0.576], [-0.188, -2.406, -5.236], [2.268, -3.583, -4.908], [2.910, -2.987, -2.324], [5.147, 4.652, 2.418], [5.312, 3.268, 1.612], [4.114, 2.715, 1.548], [3.792, 1.456, 0.912], [4.746, 0.654, 0.288], [4.341, -0.539, -0.259], [3.007, -0.906, -0.160], [2.087, -0.150, 0.425], [2.462, 1.031, 0.953], [1.433, 1.824, 1.595], [0.170, 1.345, 1.552], [-0.790, 2.067, 2.121], [-0.566, 3.275, 2.765], [0.713, 3.773, 2.817], [1.732, 3.040, 2.215], [3.109, 3.484, 2.190], [3.567, 4.603, 2.724], [5.777, 0.980, 0.254], [5.038, -1.202, -0.751], [2.658, -1.850, -0.540], [-1.791, 1.673, 2.073], [-1.398, 3.800, 3.212], [0.945, 4.712, 3.303], [-4.646, -0.951, 3.922], [-3.872, -0.675, 2.867], [-4.371, -0.056, 1.702], [-3.513, 0.193, 0.655], [-2.230, -0.135, 0.786], [-1.754, -0.746, 1.850], [0.914, -1.037, 3.106], [-2.529, -1.032, 2.946], [-5.563, -0.695, 3.767], [-5.416, 0.216, 1.629], [-3.829, 0.663, -0.267], [-2.129, -1.523, 3.823], [0.817, -2.987, 0.971]],
  "lumo_energy_ev": [-3.722, -3.897],
  "e_homo_ha": [-0.368, -0.387],
  "gap_ev": [6.288, 6.634],
  "total_energy_ev": -194449.4833,
  "charge": 1,
  "multiplicity": 3
}


Computed max |F|, in the same sequence as the records: 5.47 1.85 1.29 eV/Å.